1.
Here is a single C19H26N2Si molecule in a non-equilibrium geometry from the OMol25 dataset. Energies are from ωB97M-V/def2-TZVPD.

## Properties
* HOMO level: -8.26 eV
* structure (SMILES): CN(C)C/C=C(/c1ccc([Si](C)(C)C)cc1)c1cccnc1
* total energy: -30982.24055 eV
* Kohn-Sham gap: 9.02 eV
* E_LUMO: 0.75 eV

Geometry (Å):
C -4.0559 2.1674 -3.5486
N -3.3637 1.2327 -2.5905
C -4.1717 0.0345 -2.2762
C -2.9122 2.0065 -1.3974
C -2.1252 1.3405 -0.3147
C -0.8903 0.8471 -0.5401
C -0.0158 0.2958 0.5015
C 1.3047 0.7007 0.6285
C 2.1691 0.0777 1.5173
C 1.7251 -0.9852 2.2514
Si 2.7671 -1.9472 3.4290
C 3.0146 -3.6162 2.6253
C 4.4320 -1.0648 3.6461
C 1.9087 -1.8933 5.1202
C 0.4094 -1.4090 2.1391
C -0.4618 -0.7552 1.3206
C -0.3668 0.9482 -1.9172
C 0.4616 1.9781 -2.3244
C 0.9020 2.0196 -3.6396
C 0.5740 0.9847 -4.4577
N -0.1252 -0.0658 -4.1026
C -0.6305 -0.0235 -2.8705
H -4.5865 1.6393 -4.3147
H -3.3064 2.7824 -4.0479
H -4.7810 2.8081 -3.0274
H -5.0877 0.3384 -1.7785
H -3.6121 -0.5951 -1.5964
H -4.4396 -0.5566 -3.1613
H -2.3371 2.8363 -1.8198
H -3.8112 2.4331 -0.9542
H -2.5938 1.2655 0.6616
H 1.6654 1.4791 -0.0493
H 3.1901 0.3997 1.6128
H 3.6893 -3.5365 1.7634
H 3.4544 -4.2694 3.3783
H 2.0231 -3.9272 2.2803
H 4.8093 -0.6653 2.7086
H 5.1400 -1.7891 4.0340
H 4.3460 -0.2713 4.3665
H 1.3750 -2.8401 5.2119
H 1.2586 -1.0325 5.3145
H 2.6774 -1.8449 5.8828
H 0.1012 -2.2472 2.7387
H -1.5054 -1.0909 1.2878
H 0.6655 2.8068 -1.6580
H 1.4463 2.8624 -4.0172
H 0.9307 0.9608 -5.4802
H -1.2607 -0.8190 -2.5358

=====

2.
Here is 2 unconnected molecules or ions with the total composition C19H26N3O in a non-equilibrium geometry from the OMol25 dataset. Energies are from ωB97M-V/def2-TZVPD.

## Properties
* HOMO level: -10.29 eV
* total energy: -26635.64745 eV
* charge: +1
* Kohn-Sham gap: 5.81 eV
* E_LUMO: -4.48 eV

Geometry (Å):
C -2.9117 3.1190 -0.3829
N -3.3731 1.9847 -1.1596
C -4.3633 2.1458 -2.1159
C -4.5691 0.9405 -2.6921
N -3.7060 0.0398 -2.0875
C -3.6549 -1.3548 -2.4682
C -2.9836 0.6748 -1.1231
C -1.8813 0.0661 -0.3676
C -1.2334 0.8847 0.6821
C 0.0268 1.3412 0.5142
C 0.6697 2.2550 1.4395
C 1.9537 2.7664 1.1314
C 2.5847 3.6696 1.9794
C 1.9462 4.0863 3.1604
C 0.6668 3.6018 3.4726
C 0.0259 2.6949 2.6254
O -1.5137 -1.1048 -0.6132
H -2.1341 2.8269 0.3201
H -2.5077 3.8848 -1.0573
H -3.7521 3.5510 0.1754
H -4.8267 3.0998 -2.3113
H -5.2418 0.6525 -3.4825
H -2.9014 -1.8544 -1.8622
H -4.6383 -1.8143 -2.3171
H -3.3967 -1.4372 -3.5299
H -1.8421 1.0213 1.5841
H 0.5759 1.0767 -0.4004
H 2.4178 2.4343 0.1992
H 3.5744 4.0482 1.7190
H 2.4463 4.7875 3.8297
H 0.1634 3.9315 4.3836
H -0.9748 2.3273 2.8694
C 3.4649 -4.4167 -0.4276
C 4.0852 -3.0833 0.0037
C 3.0962 -2.2502 0.8177
N 1.8429 -2.0753 0.0958
C 1.1929 -3.3248 -0.2762
C 2.1175 -4.1963 -1.1235
H 4.1482 -4.9517 -1.0940
H 3.3037 -5.0335 0.4642
H 4.9966 -3.2542 0.5838
H 4.3609 -2.5143 -0.8910
H 2.9350 -2.7608 1.7877
H 3.5159 -1.2584 1.0264
H 1.2007 -1.4150 0.5262
H 0.9011 -3.9051 0.6226
H 0.2751 -3.0670 -0.8170
H 2.2861 -3.6870 -2.0789
H 1.6312 -5.1531 -1.3345

=====

3.
Here is a single C19H26N4O3S molecule in a non-equilibrium geometry from the OMol25 dataset. Energies are from ωB97M-V/def2-TZVPD.

## Properties
* HOMO level: -8.12 eV
* structure (SMILES): CCN(CC)C(=O)CSc1nnc(-c2ccc(O)cc2)n1C[C@@H]1CCCO1
* total energy: -43063.31032 eV
* Kohn-Sham gap: 8.78 eV
* E_LUMO: 0.65 eV

Geometry (Å):
C -4.1438 -1.7934 1.9483
C -4.9696 -1.1759 0.8183
N -4.2194 -1.0382 -0.4120
C -4.1069 -2.2012 -1.2812
C -2.7699 -2.9193 -1.1253
C -3.4846 0.0377 -0.7495
O -2.8555 0.0987 -1.7891
C -3.4816 1.2185 0.2236
S -1.9046 2.0894 0.0110
C -0.9081 0.7082 0.3554
N -1.2767 -0.3225 1.0681
N -0.2509 -1.1848 1.0828
C 0.7297 -0.6815 0.3799
C 2.0178 -1.3311 0.1903
C 2.6343 -1.9290 1.2894
C 3.8525 -2.5578 1.1560
C 4.4776 -2.6101 -0.0881
O 5.6814 -3.2308 -0.1777
C 3.8540 -2.0406 -1.1924
C 2.6333 -1.4087 -1.0545
N 0.3580 0.5438 -0.1220
C 1.1248 1.5315 -0.8219
C 2.1727 2.1950 0.1004
C 1.5286 3.0221 1.2150
C 1.2754 4.3568 0.5130
C 2.3805 4.4030 -0.5542
O 2.9582 3.1050 -0.6351
H -4.0134 -2.8599 1.7872
H -4.6496 -1.6503 2.8998
H -3.1584 -1.3334 1.9886
H -5.8399 -1.8052 0.6057
H -5.3485 -0.1956 1.1145
H -4.9345 -2.8751 -1.0525
H -4.2058 -1.8540 -2.3143
H -2.7481 -3.7982 -1.7645
H -2.6029 -3.2218 -0.0958
H -1.9628 -2.2547 -1.4192
H -4.2676 1.9310 -0.0277
H -3.5409 0.9214 1.2664
H 2.1399 -1.8906 2.2471
H 4.3408 -3.0176 2.0001
H 6.0001 -3.2043 -1.0882
H 4.3244 -2.0982 -2.1652
H 2.1483 -1.0065 -1.9309
H 1.6478 1.0805 -1.6669
H 0.4296 2.2849 -1.2011
H 2.8442 1.4164 0.4811
H 2.2388 3.1446 2.0329
H 0.6181 2.5713 1.6025
H 0.2879 4.3599 0.0519
H 1.3384 5.2002 1.1961
H 3.1836 5.0967 -0.2866
H 1.9874 4.6902 -1.5359

=====

4.
Here is 2 unconnected molecules or ions with the total composition C19H26N4O5 in a non-equilibrium geometry from the OMol25 dataset. Energies are from ωB97M-V/def2-TZVPD.

## Properties
* HOMO level: -8.90 eV
* structure (SMILES): CNC(=O)[C@H](Cc1ccc(O)cc1)NC(C)=O.CCCn1ccnc1C(=O)O
* total energy: -36324.11116 eV
* Kohn-Sham gap: 9.36 eV
* E_LUMO: 0.46 eV

Geometry (Å):
C 4.0057 1.7578 3.8581
N 3.5395 0.3791 4.0106
C 2.9667 -0.3945 3.0824
O 2.7315 -1.5657 3.3491
C 2.6768 0.1748 1.6782
C 1.5156 -0.5586 0.9767
C 1.1336 0.0162 -0.3761
C 0.2266 1.0897 -0.4473
C -0.1049 1.6555 -1.6939
C 0.4792 1.1529 -2.8741
O 0.1705 1.7163 -4.0699
C 1.3879 0.0753 -2.8056
C 1.7114 -0.4916 -1.5572
N 3.8867 0.0827 0.8496
C 4.3922 0.9880 0.0133
C 3.7617 2.3612 -0.1092
O 5.3842 0.7222 -0.6455
H 4.7083 1.8279 3.0249
H 3.1623 2.4281 3.6836
H 4.5199 2.0724 4.7682
H 3.7143 -0.0831 4.8908
H 2.3772 1.2134 1.7997
H 1.7783 -1.6100 0.8490
H 0.6397 -0.5220 1.6262
H -0.2001 1.4916 0.4607
H -0.7926 2.4856 -1.7599
H 0.7131 1.3731 -4.7810
H 1.8397 -0.3106 -3.7069
H 2.4212 -1.3067 -1.5044
H 4.3837 -0.7947 0.8701
H 2.7793 2.2672 -0.5638
H 4.3910 2.9771 -0.7494
H 3.6840 2.8263 0.8699
C -3.1601 0.9921 0.4534
C -4.2302 0.5477 -0.5386
C -3.6720 -0.3465 -1.6605
N -3.3324 -1.7062 -1.1940
C -2.0474 -2.2072 -1.1185
C -2.1585 -3.4755 -0.6349
N -3.4880 -3.7830 -0.4039
C -4.2002 -2.7203 -0.7485
C -5.6991 -2.6615 -0.6663
O -6.3030 -1.7761 -1.2598
O -6.3502 -3.6052 0.0628
H -2.6278 0.1296 0.8662
H -3.6222 1.5420 1.2786
H -2.4462 1.6538 -0.0401
H -4.6817 1.4375 -0.9886
H -5.0183 0.0246 0.0086
H -2.7886 0.1278 -2.1005
H -4.4177 -0.4262 -2.4583
H -1.1253 -1.6985 -1.3830
H -1.3257 -4.1485 -0.4537
H -7.2897 -3.3971 -0.0375

=====

5.
Here is 2 unconnected molecules or ions with the total composition C19H26N5O6S in a non-equilibrium geometry from the OMol25 dataset. Energies are from ωB97M-V/def2-TZVPD.

## Properties
* HOMO level: -4.98 eV
* total energy: -50698.52511 eV
* charge: -1
* Kohn-Sham gap: 5.85 eV
* E_LUMO: 0.87 eV

Geometry (Å):
O 3.5254 -2.1276 -2.8678
O 6.9903 -0.5205 0.1702
O 1.3981 -0.0705 -0.3861
O -3.6139 0.7514 3.3617
O -4.6978 -1.3638 2.8452
O 7.5951 -1.0847 2.2232
N -7.6267 -1.1852 -1.7486
C 4.6026 -1.7517 -2.4226
C 6.7359 -0.9246 1.3304
C 2.5461 0.0995 -0.7892
C -6.8336 -1.9119 -0.9491
C -5.9527 2.8601 0.2990
C -5.1434 2.1159 1.1566
C -7.5851 0.1497 -1.6292
C -6.7686 2.2114 -0.6270
C -5.9864 -1.3330 -0.0075
C -5.1334 0.7144 1.0963
C -6.7678 0.8126 -0.7041
C -5.9433 0.0551 0.1480
N 2.7714 1.1364 -1.6098
N 0.2894 1.5843 1.6962
N 4.7387 -1.1168 -1.2661
N -2.7340 -0.6789 1.4048
C 5.8729 -1.9966 -3.1971
C 4.0445 1.6404 -2.1261
C 5.2755 -1.2587 1.6921
C -0.6962 0.5894 2.1352
C -1.7308 0.3299 1.0225
C 4.2342 -0.3425 1.0203
C 3.6559 -0.8638 -0.3108
S -4.0771 -0.1509 2.3016
H -6.8505 -2.9935 -1.0413
H -5.9497 3.9441 0.3603
H -4.5227 2.6373 1.8837
H -8.2188 0.7378 -2.2856
H -7.3999 2.8005 -1.2861
H -5.3760 -2.0038 0.5829
H 1.9394 1.6409 -1.8681
H 0.7842 1.2275 0.8663
H 0.9584 1.7823 2.4395
H 5.6820 -0.8672 -0.9636
H -2.3144 -1.4314 1.9345
H 6.2703 -1.0418 -3.5326
H 6.5973 -2.4765 -2.5405
H 5.6553 -2.6386 -4.0478
H 4.3593 1.0393 -2.9807
H 4.8165 1.5936 -1.3544
H 3.9308 2.6766 -2.4458
H 5.1543 -1.1496 2.7730
H 5.0574 -2.3013 1.4486
H -1.1821 0.9552 3.0422
H -0.1847 -0.3467 2.3818
H -2.2169 1.2729 0.7514
H -1.1968 -0.0262 0.1352
H 4.6590 0.6523 0.8787
H 3.3985 -0.2368 1.7141
H 3.1648 -1.8160 -0.1080

=====

6.
Here is a molecular structure, C19H26N6O7SZr in a non-equilibrium geometry from the OMol25 dataset. Energies are from ωB97M-V/def2-TZVPD.

## Properties
* HOMO level: -8.11 eV
* total energy: -55520.46003 eV
* Kohn-Sham gap: 8.30 eV
* E_LUMO: 0.19 eV

Geometry (Å):
Zr 0.0816 -0.2700 0.6465
O 1.4432 1.5098 -0.0736
C 1.0414 2.7922 0.4190
C 0.7158 2.5939 1.8749
N -0.3651 1.5960 2.0472
C -0.3328 1.0495 3.4253
C 0.7065 -0.0616 3.5679
O 1.1145 -0.3814 4.6524
O 1.0506 -0.6128 2.4169
C -1.6897 2.1010 1.6102
C -2.1855 1.4788 0.2954
O -3.3426 1.5322 -0.0138
O -1.2108 0.9183 -0.4206
H 1.5878 1.5700 -1.0471
H 0.1825 3.1532 -0.1510
H 1.8576 3.5057 0.3038
H 0.4362 3.5401 2.3487
H 1.5999 2.2056 2.3831
H -1.2973 0.5939 3.6440
H -0.1315 1.8242 4.1670
H -1.6589 3.1813 1.4446
H -2.4437 1.9039 2.3684
C 3.6044 -2.1696 -1.2288
C 2.1356 -2.0586 -0.9633
O 1.7878 -1.1185 -0.1565
C 1.2227 -2.9114 -1.5386
C -0.1715 -2.9155 -1.2344
C -1.0066 -4.0227 -1.8006
N -0.7245 -2.0055 -0.4692
N -2.0982 -2.2050 -0.2109
C -2.4484 -1.6162 0.8780
O -1.6045 -0.9345 1.6393
C -3.8558 -1.7036 1.3356
C -4.2099 -1.1570 2.5625
C -5.5209 -1.2375 3.0111
C -6.4812 -1.8636 2.2314
C -6.1294 -2.4092 1.0022
C -4.8222 -2.3311 0.5546
H 4.0790 -2.6800 -0.3876
H 4.0406 -1.1741 -1.2970
H 3.8118 -2.7312 -2.1377
H 1.5912 -3.6901 -2.1904
H -0.4416 -4.5712 -2.5509
H -1.9326 -3.6350 -2.2192
H -1.2940 -4.7065 -1.0000
H -3.4519 -0.6773 3.1660
H -5.7909 -0.8136 3.9695
H -7.5050 -1.9266 2.5772
H -6.8790 -2.8948 0.3908
H -4.5363 -2.7459 -0.4018
N 0.5925 0.2220 -2.7940
N 0.6977 0.8549 -4.0304
C 1.2927 2.0635 -4.1535
N 1.1593 2.6077 -5.3865
S 2.1302 2.8691 -2.9515
H 0.8574 -0.7533 -2.8764
H -0.3545 0.3079 -2.4294
H 0.0650 0.5626 -4.7617
H 0.8541 2.0591 -6.1725
H 1.7022 3.4326 -5.5707

=====

7.
Here is a molecular structure, C19H26NO in a non-equilibrium geometry from the OMol25 dataset. Energies are from ωB97M-V/def2-TZVPD.

## Properties
* HOMO level: -11.90 eV
* total energy: -23637.44610 eV
* charge: +1
* Kohn-Sham gap: 9.02 eV
* E_LUMO: -2.88 eV

Geometry (Å):
C 4.5503 1.3969 1.1694
H 5.1863 0.4629 0.8760
H 5.0139 1.8809 2.0050
H 4.7964 2.0840 0.2798
C 3.0195 0.9728 1.0045
C 2.4734 0.4744 -0.1232
H 2.9160 -0.5444 -0.1088
N 1.0371 0.3784 -0.4994
C 0.3470 1.5682 -1.0959
C 0.5761 2.8320 -0.2842
C -0.3640 4.1255 -0.9796
H -1.4603 3.7441 -1.0972
H 0.0416 3.8600 -2.1420
H -0.1851 4.9746 -0.4648
H 0.1726 2.7847 0.6253
H 1.5044 3.1788 -0.1422
H 0.8421 1.4919 -1.9570
H -0.7016 1.2514 -1.0031
C 0.9866 -0.6775 -1.4008
C 1.4142 -1.9706 -0.7070
C 1.8291 -3.0462 -0.4599
C 2.4283 -4.1170 0.3322
O 3.9381 -3.9381 0.2436
H 4.2380 -4.1282 -0.5246
H 2.2306 -4.9322 -0.6265
H 2.3280 -4.3141 1.2125
H 1.3819 -0.7082 -2.2817
H -0.1520 -0.7574 -1.5451
C 0.2914 -0.0465 1.0134
C -1.0053 -0.3101 0.7742
C -2.2032 -0.3740 0.4942
C -3.6242 -0.7578 0.2310
C -3.9819 -1.6345 -0.5624
C -5.3846 -2.0362 -0.7835
C -6.3293 -1.2808 -0.0038
C -5.8389 -0.0780 0.9663
C -4.5071 -0.0269 0.9421
H -4.2027 0.7106 2.1091
H -6.6267 0.3007 1.5333
H -7.4647 -1.2749 -0.0539
H -5.6073 -2.7135 -1.3286
H -3.4189 -2.1446 -0.9238
H 0.3940 0.7623 1.6465
H 0.8111 -1.0488 1.3196
H 2.7758 1.2570 -1.0636
H 2.6514 2.0269 1.3713
H 2.8827 0.3415 2.0132

=====

8.
Here is a molecular structure, C19H27AuN2O2PS2 from the OMol25 dataset. Energies are from ωB97M-V/def2-TZVPD.

## Properties
* HOMO level (spin up / spin down): -7.58 / -7.66 eV
* total energy: -61867.11431 eV
* Kohn-Sham gap (spin up / spin down): 8.23 / 5.18 eV
* <S²>: 3.7647
* 2S+1: 4
* E_LUMO (spin up / spin down): 0.66 / -2.48 eV

Geometry (Å):
Au -0.0651 -1.6326 -1.3359
C 4.1749 1.2808 -4.1851
C 3.0476 0.3278 -4.5110
O 1.7512 0.8832 -4.1864
P 1.1763 1.0325 -2.6958
S -1.0032 -0.3825 -3.2113
S 1.9305 -0.4077 -1.4651
O 1.8947 2.3552 -2.0949
C 1.7314 3.6178 -2.7719
C 1.2300 4.6463 -1.7860
H 5.1189 0.8581 -4.5318
H 4.2504 1.4495 -3.1109
H 4.0264 2.2393 -4.6835
H 3.1566 -0.6146 -3.9724
H 2.9960 0.1195 -5.5783
H 1.0415 3.5046 -3.6131
H 2.7075 3.8907 -3.1762
H 0.2375 4.3792 -1.4236
H 1.1735 5.6259 -2.2624
H 1.9035 4.7130 -0.9323
C -1.1838 -3.0894 4.4999
C -0.0906 -2.6286 3.5361
C -0.0414 -1.1305 3.3596
C 0.4453 -0.3548 4.4098
C 0.5834 1.0152 4.2939
C 0.2499 1.6365 3.0986
C -0.2354 0.9046 2.0268
C -0.6133 1.5950 0.7441
C -2.1183 1.8129 0.5930
C -0.4042 -0.4843 2.1724
N -0.8906 -1.2071 1.0605
C -1.9733 -1.8876 1.1637
C -2.4455 -2.7034 0.0851
C -3.6093 -3.4516 -0.0401
C -3.5316 -4.0952 -1.2874
C -2.3245 -3.7137 -1.8554
N -1.6573 -2.8868 -1.0191
H -1.1162 -4.1628 4.6805
H -2.1788 -2.8776 4.1045
H -1.0990 -2.5787 5.4602
H -0.2162 -3.1225 2.5724
H 0.8798 -2.9513 3.9225
H 0.7374 -0.8497 5.3295
H 0.9659 1.5962 5.1230
H 0.3728 2.7081 2.9901
H -0.2466 1.0033 -0.0963
H -0.0976 2.5578 0.7055
H -2.6574 0.8660 0.6343
H -2.3489 2.2870 -0.3637
H -2.5011 2.4533 1.3897
H -2.5787 -1.8587 2.0723
H -4.4031 -3.5161 0.6870
H -4.2520 -4.7696 -1.7204
H -1.9001 -4.0017 -2.8045

=====

9.
Here is a molecular structure, C19H27Br4FeN4O5S in a non-equilibrium geometry from the OMol25 dataset. Energies are from ωB97M-V/def2-TZVPD.

## Properties
* HOMO level (spin up / spin down): -6.24 / -6.26 eV
* total energy: -361728.94444 eV
* Kohn-Sham gap (spin up / spin down): 5.28 / 3.63 eV
* <S²>: 8.7814
* 2S+1: 6
* E_LUMO (spin up / spin down): -0.96 / -2.62 eV

Geometry (Å):
Fe 1.4720 4.9016 14.4025
C 0.8954 3.6207 17.3193
N 1.8777 4.4744 16.6476
C 1.9181 5.7478 17.3581
C 3.1647 3.7941 16.8410
C 4.0755 4.1575 15.5680
N 3.4714 3.9167 14.1947
C 3.4543 2.4549 14.0132
C 4.2586 4.4900 13.0511
H 1.3433 3.3149 18.2611
H 0.7379 2.6566 16.7972
H -0.0063 4.1950 17.4874
H 2.2300 5.5163 18.3998
H 0.9613 6.2686 17.2934
H 2.7235 6.3691 16.9562
H 3.0905 2.6669 16.9133
H 3.7492 4.1398 17.6918
H 5.0858 3.6336 15.5212
H 4.2538 5.2296 15.5535
H 4.3648 1.9787 14.3967
H 3.3930 2.1421 12.9572
H 2.5975 1.9250 14.5195
H 5.2019 3.8337 12.8659
H 4.5439 5.5391 13.0938
H 3.6389 4.5214 12.1238
Br -1.1618 1.3925 8.8798
C -0.7720 1.9944 10.6355
C -0.9794 1.0510 11.7056
Br -2.5082 -0.0470 11.6913
C -0.3376 1.3791 12.9020
Br 0.1663 0.0683 14.1987
C 0.0474 2.7084 13.2469
O 0.3101 3.1959 14.3948
C 0.2012 3.6346 12.0919
O 0.6660 4.7790 12.3061
C -0.1049 3.1948 10.7490
Br 0.6975 4.0726 9.2735
C -2.9925 10.0489 15.5454
C -1.6960 9.2400 15.5007
C -0.6190 9.7444 16.1907
C 0.6890 9.3171 15.9334
C 0.8747 8.3622 14.9496
C -0.2952 7.6055 14.3129
C -1.5752 8.2072 14.5970
S 2.5252 8.0843 14.3105
O 2.4626 8.7105 12.9665
O 3.3856 8.5606 15.3394
O 2.7163 6.5997 14.1110
H -3.8241 9.5820 16.0519
H -3.3232 10.3626 14.5602
H -2.7885 11.1044 15.8921
H -0.7349 10.4092 17.0701
H 1.5967 9.7622 16.3918
H 0.0349 6.6162 12.4349
H -2.4259 7.8783 14.0538
N -0.0325 7.5876 12.7596
N -0.3361 6.1385 14.7124
H -0.6950 8.1056 12.1681
H 0.9417 7.9713 12.5113
H -1.0467 5.7429 14.0689
H -0.6188 6.0422 15.6677